C3H8N2OS2 | ωB97M-V/def2-TZVPD

Energy relative to the best compared isomer or geometry (same formula, charge and spin) (kcal per mole): 148.4
HOMO (eV): -8.749
Charge: 0
Gap between HOMO and LUMO (eV): 8.4

Element x y z (Å)
1 C -0.200 1.561 1.377
2 C -0.105 0.318 -0.783
3 C -0.600 -1.025 -1.232
4 H -0.413 2.469 0.637
5 H 0.664 1.973 2.134
6 H -1.246 1.016 1.528
7 H 2.883 0.208 1.535
8 H 0.341 -1.659 -1.695
9 H -1.365 -0.962 -1.970
10 H -0.383 -2.108 0.994
11 H 0.814 2.171 -0.476
12 N 0.632 0.604 0.288
13 N -0.390 1.320 -1.534
14 O 0.074 2.492 -1.188
15 S 1.556 -0.715 0.976
16 S -1.440 -1.887 0.234